Below is a 2-piece molecular cluster, C22H36F2NO8 overall at a distorted geometry, with properties calculated with the ωB97M-V functional and the def2-TZVPD basis.

Geometry (Å):
F  -0.658  4.462  -4.270
F  -0.530  5.219  -1.666
O  -3.357  -6.855  2.336
O  -2.746  -6.624  4.470
O  -3.541  -2.226  1.553
O  -1.260  -2.159  1.581
O  -2.295  3.031  -3.780
O  6.641  -0.670  -1.023
O  -2.533  -8.625  3.459
O  -1.658  -0.834  3.399
N  -1.811  2.788  0.662
C  -0.003  1.220  -0.653
C  -3.821  -5.567  2.745
C  -2.496  -2.346  0.972
C  -1.134  3.394  -3.634
C  -1.130  -0.971  2.310
C  -2.241  1.354  0.603
C  0.668  0.076  -1.413
C  3.077  -0.623  -1.975
C  4.245  -0.205  -1.040
C  -1.440  3.290  -0.704
C  5.585  -0.106  -1.766
C  6.920  0.048  0.170
C  -0.907  5.407  0.625
C  1.977  0.436  -2.119
C  -0.324  0.118  1.652
C  -2.996  -5.303  3.987
C  -0.851  2.139  -1.542
C  -0.508  4.477  -0.520
C  -0.129  2.686  -2.763
C  -2.405  -2.760  -0.468
C  -0.993  0.532  0.339
C  -2.847  -7.488  3.427
H  -3.654  -4.835  1.960
H  -1.988  5.424  0.702
H  5.822  0.922  -2.036
H  2.696  -1.581  -1.648
H  -2.745  1.085  1.520
H  2.363  1.395  -1.800
H  -0.382  0.928  2.367
H  -0.470  5.110  1.566
H  -2.596  -3.818  -0.565
H  -2.573  3.329  1.058
H  -1.319  -0.364  -0.168
H  0.704  -0.186  1.521
H  -0.611  6.407  0.364
H  0.697  3.339  -2.522
H  6.594  1.079  0.074
H  1.775  0.544  -3.177
H  4.344  -0.973  -0.288
H  0.742  1.760  -0.071
H  3.504  -0.777  -2.955
H  3.986  0.726  -0.554
H  0.900  -0.683  -0.674
H  -3.117  -2.195  -1.047
H  -2.362  3.598  -1.179
H  -3.522  -4.714  4.733
H  -4.890  -5.625  2.957
H  -1.409  -2.594  -0.854
H  5.551  -0.664  -2.690
H  -2.041  -4.823  3.762
H  7.989  0.065  0.311
H  0.512  4.139  -0.361
H  -2.970  1.258  -0.187
H  -0.062  -0.362  -2.083
H  6.434  -0.423  1.013
H  -1.008  2.805  1.285
H  0.253  1.880  -3.370
H  -1.647  1.513  -1.918

E ... -46696.05080 eV
Net charge ... +1
Lowest unoccupied orbital energy ... -3.37 eV
HOMO-LUMO gap ... 8.45 eV

***

Below is a 3-piece molecular cluster, C22H36F6N2O7 overall, with properties calculated with the ωB97M-V functional and the def2-TZVPD basis.

Geometry (Å):
F  -2.200  -2.080  3.715
F  -4.565  3.325  2.927
F  -0.147  -1.810  3.064
F  -3.470  2.209  4.462
F  -0.952  -3.807  3.304
F  -2.616  4.023  3.618
O  3.407  -2.499  0.662
O  -0.560  -2.422  0.591
O  -4.272  1.357  -6.853
O  6.350  -2.689  4.175
O  -0.052  2.207  -0.157
O  -1.713  0.777  -3.086
O  -4.170  0.335  2.552
N  -2.687  3.070  -4.740
N  5.115  -0.567  2.475
C  -0.419  0.714  -3.660
C  -1.683  -2.597  1.418
C  -2.068  2.061  -2.590
C  -4.778  2.427  -6.078
C  -3.708  0.284  -6.121
C  -1.329  0.332  0.447
C  -3.345  2.920  3.316
C  -3.144  0.717  2.031
C  4.095  -3.487  1.408
C  -2.354  -0.181  1.142
C  4.782  -0.866  3.863
C  -1.253  -2.549  2.895
C  7.577  -2.744  3.474
C  -2.640  2.099  2.258
C  -2.781  -1.613  1.081
C  3.963  -0.285  1.623
C  2.934  -1.391  1.408
C  5.985  -1.388  4.620
C  -3.734  3.465  -5.678
C  -3.169  2.689  -3.418
C  -1.605  2.579  1.572
C  -0.924  1.743  0.556
H  -1.196  2.714  -2.523
H  3.989  -1.621  3.947
H  3.951  -4.442  0.902
H  7.831  -3.794  3.341
H  -3.236  3.797  -6.592
H  -2.175  2.294  -5.137
H  -2.079  -3.596  1.254
H  5.718  -1.474  5.677
H  7.506  -2.277  2.485
H  8.379  -2.261  4.040
H  -0.757  -0.270  -0.234
H  -3.995  1.967  -3.471
H  -0.370  1.249  -4.614
H  5.620  -1.351  2.085
H  -2.452  1.913  -1.578
H  -3.836  -0.621  -6.714
H  0.333  1.123  -2.979
H  -0.193  -0.335  -3.842
H  -4.204  0.143  -5.158
H  2.123  -0.962  0.813
H  -3.535  3.583  -2.903
H  -3.229  -1.867  0.129
H  -1.209  3.567  1.722
H  6.828  -0.695  4.543
H  -5.341  2.044  -5.218
H  2.476  -1.728  2.345
H  5.170  -3.291  1.439
H  -3.563  -1.757  1.818
H  3.710  -3.571  2.428
H  4.428  0.049  4.347
H  0.029  -3.175  0.659
H  -5.506  2.934  -6.717
H  -2.636  0.426  -5.963
H  -4.252  4.338  -5.268
H  3.448  0.596  2.020
H  4.353  -0.005  0.641

E ... -57012.57694 eV
Net charge ... 0
Lowest unoccupied orbital energy ... -1.95 eV
HOMO-LUMO gap ... 6.77 eV

***

Below is C22H36IrN3S3Si as an isolated structure at a distorted geometry, with properties calculated with the ωB97M-V functional and the def2-TZVPD basis.

Geometry (Å):
Ir  0.212  -0.905  -0.243
S  -1.240  -1.242  -2.064
S  1.887  -0.571  -1.814
S  0.858  -3.531  -0.605
Si  -0.047  1.518  -0.586
N  -0.431  0.005  2.130
N  1.909  -0.845  1.111
N  -1.627  -1.906  0.664
C  -1.901  3.496  -0.696
C  1.450  3.628  2.648
C  -4.205  1.995  -0.293
C  -1.615  -0.679  2.683
C  -2.964  1.380  -0.312
C  -0.400  -0.402  -3.425
C  0.748  -0.057  3.023
C  2.822  3.623  2.428
C  0.603  2.992  1.751
C  3.342  3.003  1.296
C  2.918  -2.068  -1.810
C  2.490  2.373  0.400
C  1.104  2.332  0.620
C  -3.139  4.117  -0.683
C  -1.662  -2.092  2.130
C  -1.789  2.109  -0.500
C  -4.292  3.369  -0.481
C  1.086  -0.722  -3.464
C  -1.069  -2.993  -2.617
C  2.183  -3.400  -1.851
C  -0.556  -4.020  -1.615
C  1.682  -1.151  2.537
H  3.482  4.131  3.119
H  -2.069  -3.277  -2.947
H  4.406  3.043  1.101
H  -2.505  -0.133  2.363
H  -5.105  1.413  -0.145
H  -0.811  -2.702  2.425
H  -2.442  -1.346  0.416
H  3.585  -1.995  -0.950
H  0.540  1.702  -1.933
H  3.574  -1.948  -2.677
H  1.282  -1.732  -3.816
H  -1.014  4.104  -0.850
H  1.262  -2.152  2.616
H  -2.573  -2.604  2.440
H  2.628  -1.134  3.080
H  1.261  0.904  2.975
H  -1.758  -2.797  0.196
H  -1.605  -0.671  3.773
H  -0.899  -0.663  -4.360
H  -0.660  0.983  1.970
H  -0.299  -4.936  -2.150
H  1.606  -0.032  -4.129
H  2.622  -1.478  0.760
H  -1.327  -4.330  -0.907
H  -0.471  3.070  1.906
H  2.298  0.103  1.053
H  2.911  1.940  -0.503
H  1.752  -3.590  -2.833
H  -3.209  5.186  -0.834
H  -5.258  3.855  -0.475
H  -0.583  0.657  -3.259
H  0.444  -0.218  4.057
H  1.043  4.147  3.505
H  -0.440  -2.962  -3.504
H  -2.924  0.305  -0.188
H  2.899  -4.199  -1.659

E ... -71066.54040 eV
Expectation value of S² ... 0.758
Net charge ... +3
Lowest unoccupied orbital energy (spin up / spin down) ... -9.47 / -11.28 eV
Multiplicity ... 2
HOMO-LUMO gap (spin up / spin down) ... 7.56 / 5.75 eV

***

Below is C22H36O2P2Pt as an isolated structure at a distorted geometry, with properties calculated with the ωB97M-V functional and the def2-TZVPD basis.

Geometry (Å):
Pt  -1.944  0.141  2.845
P  0.842  1.272  -2.729
P  3.269  1.466  0.422
O  -3.117  0.023  1.240
O  -1.776  -1.789  1.382
C  2.320  -0.711  0.365
C  3.477  1.409  -1.402
C  -0.072  -1.201  -1.754
C  -0.703  0.882  -0.512
C  -2.939  -1.300  1.377
C  1.258  -1.753  -1.707
C  -4.177  -3.489  1.551
C  4.656  0.613  1.178
C  -0.384  0.210  -1.910
C  1.748  0.631  0.664
C  -6.530  -3.449  2.120
C  1.650  -1.878  -0.197
C  -5.353  -4.171  1.845
C  -6.514  -2.056  2.170
C  2.393  2.111  -2.233
C  -4.189  -2.091  1.556
C  -0.176  2.607  -3.414
C  0.495  1.524  0.189
C  -5.352  -1.359  1.854
C  1.282  0.305  -4.203
C  -0.843  0.015  4.327
C  3.304  3.133  1.027
H  -1.221  2.313  -3.578
H  4.919  -0.300  0.629
H  4.434  1.922  -1.572
H  0.524  -0.450  -4.451
H  -1.163  0.168  0.183
H  4.347  3.472  1.000
H  -1.449  1.692  -0.624
H  1.620  0.654  1.770
H  -1.310  0.284  -2.494
H  -7.406  -1.496  2.474
H  1.400  0.982  -5.053
H  0.774  -2.091  0.442
H  -0.450  -1.022  4.298
H  -7.433  -4.016  2.357
H  0.871  2.410  -0.355
H  -5.308  -0.269  1.859
H  -1.448  0.182  5.229
H  5.536  1.265  1.200
H  1.203  -2.736  -2.194
H  2.953  3.148  2.067
H  0.012  0.688  4.183
H  1.996  -1.147  -2.258
H  0.263  2.869  -4.386
H  2.989  -0.996  1.194
H  -0.869  -1.826  -1.350
H  0.077  1.984  1.113
H  -5.330  -5.264  1.874
H  2.235  -0.212  -4.047
H  3.609  0.356  -1.698
H  2.838  2.367  -3.207
H  4.395  0.337  2.209
H  2.697  3.798  0.407
H  2.092  3.070  -1.783
H  -3.227  -4.003  1.332
H  2.357  -2.712  -0.061
H  -0.149  3.487  -2.761

E ... -49295.50411 eV
Expectation value of S² ... 6.015
Net charge ... +2
Lowest unoccupied orbital energy (spin up / spin down) ... -5.32 / -6.88 eV
Multiplicity ... 5
HOMO-LUMO gap (spin up / spin down) ... 8.13 / 6.58 eV

***

Below is C22H36O2P2Tc as an isolated structure at a distorted geometry, with properties calculated with the ωB97M-V functional and the def2-TZVPD basis.

Geometry (Å):
Tc  -1.838  -0.913  0.045
P  -1.263  0.499  -1.605
P  -1.716  -2.642  -1.206
O  -2.713  -0.517  2.096
O  -0.718  0.154  1.674
C  2.405  0.040  -0.175
C  4.234  2.419  -0.645
C  -0.616  1.863  6.353
C  -0.038  0.551  4.396
C  -1.425  -2.642  1.200
C  1.561  1.262  0.264
C  2.944  3.163  -0.587
C  2.845  -0.149  -1.603
C  -1.123  -0.860  -2.942
C  0.336  1.349  5.475
C  -1.376  0.425  4.039
C  -2.618  1.617  -2.352
C  1.758  2.614  -0.322
C  -3.110  -3.818  -1.068
C  0.002  1.401  -2.959
C  -2.347  -1.673  -2.646
C  -1.642  0.010  2.574
C  -1.956  1.527  6.125
C  4.526  1.717  -1.990
C  -0.234  -3.746  -1.693
C  3.534  0.686  -2.409
C  -2.347  0.771  5.007
H  3.016  4.248  -0.624
H  -2.775  2.478  -1.688
H  -2.930  -4.662  -0.394
H  -0.787  -3.460  0.849
H  -0.462  -4.347  -2.587
H  -2.446  -3.022  1.344
H  -2.683  -2.412  -3.375
H  3.619  0.477  -3.471
H  -3.388  0.439  4.898
H  -0.317  2.506  7.188
H  0.506  1.004  0.133
H  2.568  -1.114  -2.051
H  0.992  0.932  -2.981
H  -0.341  1.293  -3.998
H  -1.056  -0.649  -4.012
H  4.986  3.198  -0.463
H  0.063  -4.473  -0.914
H  -0.191  -1.353  -2.585
H  3.239  -0.045  0.543
H  5.485  1.167  -1.876
H  1.392  1.556  5.606
H  -2.707  1.884  6.824
H  -2.423  2.044  -3.352
H  1.590  1.268  1.359
H  0.645  -3.143  -1.953
H  -3.961  -3.228  -0.718
H  0.177  2.477  -2.829
H  4.344  1.646  0.123
H  -3.195  -1.119  -2.182
H  -1.008  -2.304  2.151
H  0.775  3.028  -0.602
H  -3.569  1.082  -2.429
H  4.649  2.516  -2.747
H  0.716  0.054  3.775
H  1.791  -0.857  0.033
H  -3.378  -4.218  -2.045

E ... -48245.38084 eV
Expectation value of S² ... 3.772
Net charge ... +2
Lowest unoccupied orbital energy (spin up / spin down) ... -7.45 / -10.31 eV
Multiplicity ... 4
HOMO-LUMO gap (spin up / spin down) ... 6.21 / 3.34 eV

***

Below is C22H36O3P2Pt as an isolated structure at a distorted geometry, with properties calculated with the ωB97M-V functional and the def2-TZVPD basis.

Geometry (Å):
Pt  1.104  -1.347  1.674
P  -0.009  1.496  -3.044
P  -0.056  -2.282  -2.814
O  1.708  1.855  4.727
O  -1.688  0.005  3.247
O  0.591  0.127  3.145
C  -1.516  2.327  -3.750
C  0.675  2.285  6.802
C  0.618  1.712  5.516
C  1.749  1.142  -0.271
C  0.384  0.223  -4.272
C  -1.143  -3.623  -3.245
C  -0.451  -1.059  -4.106
C  0.692  -2.979  2.724
C  -1.542  1.461  7.276
C  0.543  2.118  -0.238
C  0.914  -1.344  -0.494
C  -0.408  -1.793  -1.110
C  -1.616  0.913  5.983
C  -0.518  0.946  5.106
C  1.401  -0.071  -1.154
C  1.338  2.677  -3.270
C  -1.620  0.685  -0.704
C  1.601  -2.849  -3.164
C  -0.698  1.625  0.040
C  -1.643  -0.884  -0.832
C  -0.398  2.175  7.691
C  -0.593  0.332  3.709
H  -1.755  1.000  -1.740
H  2.107  0.752  0.717
H  2.279  2.139  -3.403
H  0.777  -3.770  1.949
H  1.394  3.292  -2.372
H  -1.532  -0.834  -4.026
H  0.832  3.180  -0.150
H  1.464  0.024  -4.223
H  1.716  -2.121  -0.498
H  -2.394  1.393  7.964
H  0.570  0.198  -1.810
H  1.583  -2.882  3.381
H  0.190  0.690  -5.246
H  -0.612  -2.780  -0.676
H  -2.299  1.585  -3.927
H  1.575  2.836  7.070
H  -1.859  3.054  -3.011
H  -0.788  -4.080  -4.165
H  -0.347  -1.642  -5.036
H  2.601  1.631  -0.797
H  2.299  -2.025  -3.339
H  -0.315  2.603  8.703
H  1.525  1.237  3.956
H  -2.156  -3.262  -3.393
H  2.234  -0.355  -1.811
H  -2.085  -1.309  0.103
H  -2.586  0.850  -0.213
H  -1.146  -4.350  -2.447
H  -0.267  -2.968  3.289
H  -0.921  1.578  1.159
H  -2.389  -1.102  -1.621
H  -2.525  0.379  5.671
H  1.115  3.287  -4.149
H  1.543  -3.466  -4.066
H  1.975  -3.457  -2.333
H  -1.222  2.824  -4.681

E ... -51356.29957 eV
Expectation value of S² ... 2.438
Net charge ... 0
Lowest unoccupied orbital energy (spin up / spin down) ... -0.29 / -0.30 eV
Multiplicity ... 3
HOMO-LUMO gap (spin up / spin down) ... 5.31 / 6.50 eV

***

Below is C22H37AlN2O5Si4 as an isolated structure at a distorted geometry, with properties calculated with the ωB97M-V functional and the def2-TZVPD basis.

Geometry (Å):
Si  -1.625  -1.664  -1.788
Si  1.880  -0.476  -2.297
Si  -0.766  1.798  -1.701
Si  0.049  -0.230  -0.808
Al  -0.485  -0.159  1.962
O  -1.088  -1.956  1.724
O  -2.057  2.501  -0.213
O  -0.408  -0.475  3.830
O  0.775  0.227  5.607
O  -1.842  0.658  1.119
N  1.371  -1.178  2.112
N  0.050  1.548  2.479
C  -1.980  2.150  -3.121
C  -0.581  2.540  1.739
C  3.362  -1.255  3.407
C  2.718  -2.150  -1.978
C  -1.558  1.971  0.985
C  0.261  0.428  4.525
C  -2.007  -1.476  -3.640
C  -0.121  -3.015  1.806
C  1.958  -3.184  3.250
C  -1.216  -3.528  -1.605
C  2.475  -0.595  2.580
C  0.342  1.751  3.783
C  3.085  -2.565  3.768
C  1.633  -0.374  -4.177
C  0.310  4.094  3.332
C  0.319  3.338  -1.584
C  -0.244  3.896  2.109
C  0.508  3.008  4.263
C  -3.308  -1.477  -0.892
C  1.129  -2.453  2.425
C  3.180  0.853  -1.903
C  -3.489  2.361  -0.288
H  3.731  -3.090  4.459
H  -1.156  -1.802  -4.243
H  2.983  -2.269  -0.923
H  -3.931  2.877  0.564
H  -2.219  -0.438  -3.908
H  -3.989  -0.861  -1.485
H  1.706  -4.201  3.520
H  -3.774  1.310  -0.259
H  -2.261  3.202  -3.172
H  0.123  -3.350  0.793
H  -2.887  1.548  -3.039
H  3.635  -2.252  -2.563
H  1.125  0.554  -4.457
H  0.545  5.101  3.653
H  0.958  3.411  -2.471
H  -3.821  2.819  -1.213
H  -0.147  -3.723  -1.730
H  -1.737  -4.098  -2.378
H  -0.511  -3.853  2.383
H  2.614  0.442  2.297
H  -3.198  -0.973  0.073
H  2.889  1.819  -2.324
H  -1.507  1.883  -4.071
H  -1.523  -3.950  -0.643
H  3.301  0.991  -0.825
H  1.026  -1.203  -4.548
H  -2.871  -2.082  -3.927
H  -0.490  4.727  1.460
H  -0.273  4.251  -1.513
H  4.158  0.593  -2.317
H  0.738  3.191  5.302
H  2.060  -2.980  -2.252
H  4.229  -0.739  3.794
H  0.974  3.291  -0.712
H  -1.914  -2.225  1.299
H  -3.807  -2.436  -0.727
H  2.590  -0.402  -4.703

E ... -74744.14460 eV
Net charge ... 0
Lowest unoccupied orbital energy ... 0.03 eV
HOMO-LUMO gap ... 6.06 eV

***

What is the E in the seventh record?
-74744.14460 eV